[1]
The following is a quantum chemistry calculation of a cluster of 25 separate species, C25H100N50O25 in total in a non-equilibrium geometry, from the Open Molecules 2025 dataset.

The geometry in XYZ format:
```
200
Properties=species:S:1:pos:R:3:mulliken_charge:R:1
C 0.563 6.116 3.719 0.61
O 1.613 5.983 4.307 -0.78
N 0.338 5.840 2.449 0.10
N -0.552 6.534 4.272 -0.32
H -0.603 5.869 2.082 -0.41
H 1.179 5.617 1.936 0.14
H -0.605 6.569 5.280 0.23
H -1.404 6.653 3.741 0.14
C -0.825 -3.494 4.127 0.29
O -0.321 -3.081 3.101 -0.85
N -1.477 -4.641 4.214 -0.47
N -1.075 -2.877 5.221 -0.06
H -1.342 -5.085 3.317 0.33
H -1.856 -5.084 5.038 0.15
H -1.037 -1.873 5.324 -0.21
H -1.435 -3.293 6.068 0.18
C -0.720 -4.969 0.376 0.08
O -1.257 -5.453 1.379 -0.86
N -0.987 -5.382 -0.847 0.11
N 0.055 -3.934 0.402 1.04
H -1.652 -6.142 -0.856 0.27
H -0.519 -5.082 -1.690 -0.22
H 0.888 -3.964 -0.169 -0.26
H 0.016 -3.545 1.333 0.01
C -4.854 4.898 -1.645 0.48
O -3.953 4.327 -1.082 -0.32
N -6.048 4.414 -1.894 -0.44
N -4.753 6.005 -2.288 -0.39
H -6.157 3.432 -1.684 0.25
H -6.735 4.899 -2.454 0.14
H -3.856 6.469 -2.253 0.22
H -5.509 6.364 -2.853 0.17
C 0.738 0.370 5.324 0.29
O 1.180 -0.430 6.076 -0.68
N 0.371 0.142 4.160 1.91
N 0.893 1.702 5.431 -0.16
H 0.380 -0.738 3.665 -0.84
H 0.213 1.002 3.655 -0.57
H 0.271 2.338 4.952 0.25
H 1.209 1.998 6.343 0.21
C 3.350 2.977 2.501 0.30
O 4.390 2.407 2.094 -0.94
N 3.428 4.051 3.191 -0.11
N 2.167 2.504 2.268 1.34
H 2.599 4.494 3.560 -0.01
H 4.343 4.410 3.425 0.25
H 1.285 2.931 2.513 -0.26
H 2.059 1.521 2.060 -0.60
C -6.082 -3.330 -3.224 0.49
O -6.867 -3.207 -4.103 -0.70
N -6.263 -4.184 -2.256 -0.26
N -5.155 -2.452 -2.989 0.01
H -7.137 -4.682 -2.346 0.20
H -5.615 -4.174 -1.481 0.21
H -4.677 -2.534 -2.104 0.03
H -5.165 -1.562 -3.466 0.10
C -1.983 -0.260 -5.725 0.85
O -0.964 -0.493 -6.279 -0.74
N -2.193 -0.123 -4.450 -0.06
N -3.150 -0.011 -6.310 -0.45
H -1.373 -0.185 -3.864 0.16
H -3.123 -0.056 -4.060 0.32
H -3.344 -0.192 -7.285 0.24
H -3.856 0.391 -5.710 0.11
C 4.829 -5.352 3.308 0.39
O 4.124 -4.602 2.627 -0.59
N 5.312 -6.443 2.817 -0.40
N 5.303 -5.109 4.474 -0.30
H 5.148 -6.751 1.869 0.24
H 5.804 -7.013 3.490 0.12
H 5.095 -4.210 4.883 0.31
H 6.016 -5.751 4.790 0.14
C 5.105 -1.372 5.641 0.64
O 5.226 -2.500 5.194 -0.80
N 5.955 -0.784 6.450 -0.40
N 4.029 -0.711 5.242 0.05
H 5.790 0.143 6.815 0.16
H 6.804 -1.287 6.667 0.25
H 3.833 0.116 5.787 0.15
H 3.245 -1.087 4.726 -0.06
C -1.876 3.498 3.135 -0.14
O -0.740 3.177 3.616 -0.45
N -2.907 3.545 3.970 -0.27
N -2.053 3.876 1.916 1.62
H -3.781 4.032 3.838 0.15
H -2.577 3.050 4.787 0.25
H -3.027 4.109 1.787 -0.49
H -1.324 4.148 1.272 -0.53
C -5.245 2.273 1.389 0.54
O -5.669 1.515 2.250 -0.72
N -5.189 3.604 1.428 -0.23
N -4.611 1.903 0.336 0.17
H -5.556 4.146 2.198 0.20
H -4.924 4.133 0.610 -0.09
H -3.996 2.462 -0.238 0.21
H -4.304 0.960 0.526 -0.04
C 0.282 -2.943 -4.053 -0.29
O 0.269 -3.594 -3.007 -0.08
N 0.274 -3.400 -5.237 0.00
N 0.238 -1.619 -4.188 0.37
H 0.416 -2.663 -5.914 0.25
H -0.097 -4.319 -5.428 0.31
H -0.037 -1.153 -5.041 0.37
H 0.176 -1.112 -3.317 -0.65
C 5.032 2.777 -1.645 0.31
O 5.461 2.655 -2.748 -0.69
N 5.496 2.583 -0.520 -0.18
N 3.798 3.144 -1.562 -0.10
H 5.041 2.400 0.363 0.15
H 6.444 2.240 -0.472 0.31
H 3.547 3.422 -2.500 0.10
H 3.177 2.983 -0.782 0.04
C -2.492 -5.804 -4.171 0.46
O -3.183 -6.508 -4.896 -0.76
N -1.164 -5.786 -4.245 -0.25
N -2.938 -4.800 -3.599 0.12
H -0.766 -6.539 -4.788 0.18
H -0.686 -5.179 -3.594 -0.27
H -2.562 -4.167 -2.907 0.20
H -3.934 -4.682 -3.719 0.12
C -3.255 -0.177 5.411 0.64
O -2.321 -0.517 6.078 -0.68
N -3.169 -0.262 4.069 0.04
N -4.269 0.409 5.951 -0.47
H -2.310 -0.594 3.656 -0.02
H -4.003 0.004 3.565 0.05
H -5.152 0.639 5.516 0.19
H -4.069 0.381 6.940 0.24
C 2.950 -1.257 2.016 0.06
O 2.285 -0.313 1.626 -0.36
N 2.470 -2.395 2.464 0.53
N 4.209 -1.133 2.011 -0.16
H 1.466 -2.501 2.479 -0.66
H 3.060 -3.199 2.618 0.40
H 4.626 -0.349 1.531 0.26
H 4.852 -1.910 2.069 0.24
C 4.067 -0.859 -2.069 0.91
O 3.577 -1.923 -1.824 -0.25
N 3.425 0.013 -2.815 -0.25
N 5.189 -0.407 -1.672 -0.41
H 3.981 0.849 -2.923 0.11
H 2.487 -0.092 -3.176 -0.06
H 5.790 -0.886 -1.017 0.30
H 5.488 0.533 -1.888 0.01
C 0.698 3.256 -5.825 0.65
O 1.905 3.203 -5.891 -0.69
N 0.027 2.499 -4.991 0.11
N -0.100 4.146 -6.326 -0.38
H -0.972 2.597 -5.094 0.00
H 0.473 1.713 -4.540 -0.23
H -1.086 3.929 -6.297 0.20
H 0.351 4.932 -6.774 0.24
C -4.091 -2.199 0.275 -0.06
O -4.437 -1.050 0.147 -0.79
N -4.850 -3.232 0.616 -0.21
N -2.897 -2.539 -0.196 0.84
H -4.576 -4.204 0.594 0.19
H -5.743 -3.094 1.069 0.23
H -2.224 -1.866 -0.535 -0.38
H -2.997 -3.536 -0.319 -0.12
C -0.473 4.282 -1.843 -0.08
O -0.403 4.074 -0.678 -0.23
N -1.416 3.798 -2.589 0.09
N 0.444 4.853 -2.626 -0.25
H -1.665 4.285 -3.438 0.25
H -2.189 3.304 -2.164 -0.18
H 0.117 4.978 -3.573 0.06
H 1.193 5.354 -2.170 0.27
C -2.438 7.290 1.004 0.75
O -2.893 6.669 1.991 -0.65
N -2.083 6.870 -0.206 0.02
N -2.163 8.534 0.949 -0.44
H -1.722 7.399 -0.987 0.28
H -2.339 5.922 -0.443 -0.36
H -2.481 9.121 1.707 0.27
H -1.666 8.999 0.203 0.12
C 4.977 -3.405 -4.936 0.60
O 5.407 -3.909 -5.928 -0.71
N 3.794 -2.940 -4.692 -0.08
N 5.683 -3.204 -3.843 -0.24
H 3.677 -2.348 -3.882 -0.25
H 3.125 -2.857 -5.444 0.10
H 6.550 -3.720 -3.786 0.20
H 5.265 -2.933 -2.965 0.09
C 3.071 -5.547 -1.557 0.31
O 2.386 -6.491 -1.273 -0.70
N 3.551 -5.294 -2.726 -0.31
N 3.430 -4.651 -0.683 -0.13
H 4.099 -4.468 -2.919 0.28
H 2.919 -5.687 -3.409 0.25
H 3.139 -4.926 0.244 0.07
H 3.551 -3.695 -0.986 0.35
C 0.197 -0.035 -1.166 -0.58
O -0.516 -0.056 -2.212 -0.97
N 0.365 1.029 -0.426 1.72
N 0.898 -1.120 -0.695 2.77
H 0.884 0.843 0.421 -0.82
H -0.121 1.851 -0.752 -0.63
H 1.591 -1.200 0.035 -0.87
H 0.723 -1.946 -1.250 -0.96
```

Energy above the lowest of the compared OMol25 structures with the same formula, charge and spin = 1448.9 kJ/mol
HOMO-LUMO gap = 7.399 eV
Net charge = 0
Energy = -153257.6138 eV
2S+1 = 1

***

[2]
The following is a quantum chemistry calculation of a cluster of 10 separate species, C38H81BClFN21O15 in total in a non-equilibrium geometry, from the Open Molecules 2025 dataset.

The geometry in XYZ format:
```
158
Properties=species:S:1:pos:R:3:mulliken_charge:R:1
C 1.787 0.730 2.884 -0.45
C 1.795 0.831 1.575 -0.25
N 2.253 1.110 0.168 0.33
C 1.221 2.101 -0.315 -1.14
N 1.595 3.308 -0.813 1.37
C 3.019 3.749 -0.965 -0.55
C 3.398 3.764 -2.559 0.45
O 4.560 4.052 -2.960 -0.48
F 2.413 3.491 -3.586 -0.17
O 0.659 4.197 -1.269 -0.53
B 0.294 5.135 -0.188 0.60
O -0.029 6.538 -0.441 -0.48
O 0.276 4.732 1.224 -0.46
N -0.182 1.652 -0.206 0.11
C -0.353 0.633 -1.300 0.04
C 0.652 -0.615 -0.941 -0.07
C 0.520 -1.846 -1.997 -0.59
C -0.374 -1.511 -3.294 -0.34
O 0.284 -0.539 -4.181 -0.26
C -0.556 -0.238 -5.330 0.13
C -0.931 1.341 -5.479 0.02
O -2.385 1.509 -5.623 -0.47
C -3.050 1.219 -4.378 -0.04
C -2.839 2.036 -3.030 -0.51
C -3.624 1.652 -1.704 -0.20
C -4.658 0.427 -1.622 -0.21
C -5.434 0.067 -0.221 2.27
C -4.273 -0.417 0.794 -0.86
C -6.383 -1.224 -0.487 -1.59
C -6.214 1.405 0.205 -1.18
C -6.720 1.499 1.726 1.64
C -7.770 2.767 1.771 -1.40
C -5.546 1.921 2.798 -1.15
C -7.553 0.231 2.275 -1.04
C -4.846 -0.378 -2.970 -0.51
C -4.055 0.005 -4.310 -0.50
C 2.168 -0.136 -0.672 -0.09
C 2.972 -1.408 -0.070 -0.68
C 4.121 -1.952 -1.104 -0.61
C 5.330 -0.871 -1.182 -0.11
Cl 6.565 -1.237 0.176 -0.23
H 1.878 0.688 4.043 0.56
H 3.787 3.063 -0.460 0.23
H 3.227 4.820 -0.598 0.29
H 0.421 7.030 0.289 0.34
H 1.219 4.590 1.530 0.34
H -0.853 2.436 -0.270 0.51
H -0.077 1.148 -2.293 0.01
H -1.414 0.150 -1.322 -0.16
H 0.245 -1.031 0.072 0.45
H 0.038 -2.741 -1.459 0.29
H 1.566 -2.163 -2.353 0.05
H -1.459 -1.220 -3.023 0.10
H -0.430 -2.501 -3.913 0.51
H -1.518 -0.871 -5.301 0.35
H 0.068 -0.525 -6.282 -0.44
H -0.510 1.983 -4.600 -0.16
H -0.477 1.794 -6.450 0.36
H -2.106 2.918 -2.987 0.43
H -3.458 2.231 -0.715 0.35
H -4.769 -1.000 1.663 0.02
H -3.627 0.462 1.211 0.13
H -3.515 -1.162 0.310 0.14
H -5.683 -2.031 -0.961 0.40
H -7.175 -0.964 -1.277 0.34
H -6.800 -1.702 0.473 0.21
H -5.631 2.393 -0.016 0.23
H -7.161 1.472 -0.475 0.33
H -7.081 3.712 1.732 0.37
H -8.335 2.839 2.771 0.31
H -8.437 2.830 0.838 0.32
H -6.002 2.529 3.666 0.36
H -5.211 0.908 3.273 0.26
H -4.645 2.420 2.290 0.14
H -6.920 -0.663 2.618 0.08
H -8.297 0.615 3.083 0.48
H -8.234 -0.124 1.393 0.12
H -5.528 -1.294 -3.049 0.27
H -4.231 -0.653 -5.246 0.31
H 2.645 0.131 -1.703 0.34
H 2.207 -2.258 0.168 0.25
H 3.525 -1.198 0.918 0.41
H 4.562 -2.923 -0.672 0.44
H 3.723 -2.132 -2.167 0.17
H 5.914 -0.983 -2.164 0.36
H 4.973 0.218 -1.007 -0.03
C 1.820 -1.546 5.900 0.69
O 1.847 -0.321 5.845 -0.75
N 2.724 -2.325 5.264 -0.33
N 0.886 -2.223 6.600 -0.36
H 2.718 -3.330 5.297 0.17
H 3.439 -1.858 4.730 0.19
H 0.193 -1.678 7.089 0.21
H 0.848 -3.226 6.657 0.17
C -4.790 -3.936 3.002 0.66
O -5.579 -3.016 2.848 -0.62
N -4.040 -4.432 1.989 -0.34
N -4.597 -4.540 4.197 -0.43
H -3.387 -5.187 2.095 0.16
H -4.156 -4.008 1.082 0.22
H -5.137 -4.199 4.976 0.22
H -3.953 -5.297 4.343 0.15
C 5.662 5.840 1.750 0.61
O 4.893 4.979 2.161 -0.67
N 5.825 7.029 2.371 -0.32
N 6.417 5.676 0.639 -0.34
H 6.452 7.748 2.049 0.18
H 5.280 7.191 3.203 0.18
H 6.326 4.801 0.146 0.20
H 7.054 6.370 0.288 0.17
C -10.872 0.180 4.785 0.60
O -9.921 0.777 4.304 -0.62
N -11.775 0.777 5.597 -0.44
N -11.107 -1.132 4.546 -0.36
H -12.563 0.303 6.002 0.15
H -11.635 1.754 5.800 0.22
H -10.456 -1.612 3.944 0.21
H -11.883 -1.641 4.930 0.17
C 1.043 -6.003 4.079 0.68
O 0.482 -5.158 4.763 -0.69
N 1.927 -6.888 4.591 -0.30
N 0.827 -6.126 2.748 -0.38
H 2.397 -7.589 4.047 0.12
H 2.115 -6.829 5.580 0.18
H 0.174 -5.484 2.327 0.21
H 1.276 -6.813 2.168 0.17
C 1.449 -2.956 -8.825 0.75
O 1.112 -3.913 -8.144 -0.66
N 1.778 -1.758 -8.289 -0.36
N 1.522 -3.009 -10.174 -0.42
H 2.058 -0.960 -8.831 0.15
H 1.736 -1.678 -7.285 0.17
H 1.285 -3.885 -10.613 0.24
H 1.797 -2.233 -10.750 0.16
C 5.733 -7.602 4.414 0.66
O 4.881 -7.618 5.290 -0.64
N 5.928 -8.639 3.566 -0.39
N 6.555 -6.546 4.214 -0.39
H 6.622 -8.646 2.840 0.17
H 5.335 -9.446 3.682 0.22
H 6.441 -5.753 4.826 0.22
H 7.261 -6.514 3.500 0.17
C 5.726 -3.290 -8.165 0.63
O 5.545 -3.671 -9.310 -0.64
N 6.956 -2.997 -7.678 -0.38
N 4.713 -3.126 -7.281 -0.27
H 7.125 -2.683 -6.739 0.15
H 7.736 -3.107 -8.306 0.22
H 3.781 -3.335 -7.607 0.17
H 4.840 -2.814 -6.335 0.11
C 8.255 10.494 2.489 0.68
O 7.991 9.836 1.492 -0.64
N 9.345 11.290 2.570 -0.40
N 7.479 10.483 3.599 -0.35
H 9.579 11.838 3.378 0.17
H 9.948 11.326 1.763 0.22
H 6.657 9.902 3.579 0.18
H 7.679 11.016 4.426 0.17
```

HOMO-LUMO gap = 6.368 eV
Net charge = +1
Energy = -118630.9827 eV
2S+1 = 1

***

[3]
The following is a quantum chemistry calculation of a structure of composition CBrFO in a non-equilibrium geometry, from the Open Molecules 2025 dataset.

The geometry in XYZ format:
```
4
Properties=species:S:1:pos:R:3:nbo_charge:R:1
C -0.606 1.294 -0.287 0.41
O 0.193 -1.146 0.750 -0.27
F 0.340 0.966 -0.970 -0.26
Br -0.258 1.150 1.635 0.11
```

Energy above the lowest of the compared OMol25 structures with the same formula, charge and spin = 984.4 kJ/mol
HOMO-LUMO gap (alpha / beta) = 7.054 / 5.120 eV
Net charge = 0
Energy = -75833.8390 eV
2S+1 = 1

***

[4]
The following is a quantum chemistry calculation of a cluster of 3 separate species, C6H18O3S3 in total in a non-equilibrium geometry, from the Open Molecules 2025 dataset.

The geometry in XYZ format:
```
30
Properties=species:S:1:pos:R:3:nbo_charge:R:1
C -0.426 0.205 -0.369 -0.82
S 0.910 0.551 0.859 1.19
O 1.368 -0.763 1.464 -0.97
C 2.273 0.938 -0.376 -0.80
H 0.059 -0.248 -1.234 0.22
H -0.948 1.090 -0.731 0.23
H -1.127 -0.509 0.064 0.25
H 2.083 0.319 -1.252 0.22
H 3.282 1.021 0.029 0.25
H 2.048 1.930 -0.768 0.22
C 5.953 -1.545 7.396 -0.81
S 6.380 -0.015 8.358 1.24
O 6.079 -0.490 9.759 -0.99
C 8.147 -0.349 8.309 -0.82
H 6.319 -1.389 6.381 0.21
H 4.879 -1.707 7.298 0.24
H 6.510 -2.434 7.692 0.23
H 8.704 0.324 8.961 0.24
H 8.401 -0.242 7.254 0.21
H 8.389 -1.355 8.654 0.24
C -7.282 0.100 -6.647 -0.82
S -8.514 1.299 -7.288 1.20
O -7.775 2.604 -7.607 -0.97
C -8.664 0.427 -8.920 -0.82
H -6.576 0.453 -5.895 0.25
H -6.719 -0.396 -7.438 0.23
H -7.939 -0.596 -6.127 0.22
H -9.160 -0.533 -8.776 0.23
H -7.676 0.212 -9.327 0.22
H -8.978 1.095 -9.722 0.25
```

Energy above the lowest of the compared OMol25 structures with the same formula, charge and spin = 105.5 kJ/mol
HOMO-LUMO gap = 9.737 eV
Net charge = 0
Energy = -45158.0733 eV
2S+1 = 1